9
Properties=species:S:1:pos:R:3 method="wB97M-V/def2-TZVPD" gap_ev="5.5 / 5.5" de_lowest_kcal_mol=90.14 lumo_energy_ev="-2.08 / -2.08" total_charge=0
H -1.273 0.424 1.461
C 1.648 -0.586 -0.133
Si -0.849 0.726 0.116
H -1.253 1.709 -0.849
H 2.219 -0.287 0.750
H 2.301 -0.575 -1.006
I -4.659 -0.146 0.011
O 0.610 0.327 -0.364
H 1.256 -1.592 0.015